[1]
42
Properties=species:S:1:pos:R:3:lowdin_charge:R:1 method="wB97M-V/def2-TZVPD" charge=+1 smiles=C[N@H+](CCOc1ccc(Cl)cc1)C[C@@H](O)c1ccccc1 de_lowest_kj_mol=1.33 gap_ev=9.20
H -0.773 -0.069 3.472 0.123
N 1.250 0.091 1.621 -0.134
H 1.563 2.185 1.675 0.105
C 2.330 -0.240 0.650 -0.056
C 0.539 -0.625 -2.735 -0.031
H 0.375 0.213 1.070 0.128
C 1.769 -0.937 -0.599 -0.287
H 0.791 1.516 3.115 0.106
C -2.735 -0.904 -1.114 -0.074
H -1.420 1.172 1.856 0.113
H 3.043 -0.901 1.146 0.150
H 1.211 1.844 -0.521 0.094
H -3.140 -1.469 -1.938 0.118
C -1.723 0.565 1.015 -0.042
O -1.336 -1.579 2.151 -0.023
O 0.934 -1.981 -0.128 -0.017
H -2.215 2.292 -0.147 0.117
C 0.180 2.081 -2.354 -0.075
C -0.449 -1.048 3.102 -0.144
H 1.134 -1.968 2.028 0.134
C -2.711 0.485 -1.174 -0.660
H -0.489 -1.752 3.939 0.149
H 0.547 -2.449 -0.876 0.105
C 0.990 -1.031 2.569 -0.075
H 2.634 -1.366 -1.134 0.166
Cl -3.332 1.298 -2.558 0.741
H 2.515 1.248 2.838 0.120
H -2.287 -2.625 0.083 0.131
H 0.699 -1.680 -2.909 0.122
H 1.706 -0.964 3.390 0.147
C -2.258 -1.551 0.004 0.006
C -2.210 1.215 -0.111 -0.093
H 2.853 0.666 0.348 0.140
C -1.749 -0.827 1.084 -0.272
H -0.483 -0.355 -4.587 0.117
H 0.053 3.141 -2.203 0.116
H -0.793 2.075 -4.258 0.109
C 1.029 -0.033 -1.573 -0.169
C -0.297 1.484 -3.506 -0.110
C -0.120 0.123 -3.691 -0.063
C 1.544 1.333 2.352 0.013
C 0.833 1.329 -1.391 -0.047

[2]
49
Properties=species:S:1:pos:R:3:lowdin_charge:R:1 method="wB97M-V/def2-TZVPD" charge=0 smiles="C[C@@H](CO[C@H]1C[C@@H](COc2ccc3nc(OCC(F)F)sc3n2)C1)NC(=O)O" de_lowest_kj_mol=233.34 gap_ev=9.00
C 4.272 -1.451 7.403 -0.391
H 0.044 1.179 -1.955 0.128
C 2.495 0.199 3.855 -0.352
H 0.058 -0.414 -1.013 0.129
O 1.146 2.433 0.524 -0.058
C -1.678 -2.044 -7.072 -0.762
C 1.779 -0.615 5.733 -0.576
H -1.154 0.767 0.885 0.120
H 2.572 -2.455 8.205 0.117
C -2.426 1.533 -0.726 -0.072
H -4.605 -0.066 -4.851 0.097
F 4.299 -0.811 8.528 0.133
O -0.907 -1.425 -7.685 0.122
H -0.452 3.588 -0.247 0.128
C 2.939 -2.099 7.306 -0.062
C 2.967 1.345 1.696 -0.004
H -2.454 2.484 -1.266 0.117
N -2.518 -1.448 -6.125 0.104
C -1.052 1.352 -0.017 -0.279
S 0.293 0.193 5.128 1.126
H -2.370 -0.594 -1.317 0.170
N 2.844 -0.529 4.942 0.118
C -1.975 0.421 -1.709 -0.277
C 1.635 1.679 1.584 -0.320
C 1.202 0.683 3.773 -0.534
N 0.794 1.431 2.645 0.128
H 4.440 -0.833 6.522 0.138
O -2.119 0.713 -3.171 -0.129
H -1.637 0.443 -5.756 0.140
C -2.015 -0.489 -3.871 -0.230
C -0.305 2.686 0.374 -0.105
H -3.261 1.299 0.003 0.129
H -2.676 -1.287 -3.456 0.128
H -4.043 0.866 -6.454 0.114
O 1.830 -1.263 6.887 -0.046
H 3.799 1.524 0.953 0.130
H -0.973 -0.875 -3.696 0.141
H 4.463 0.213 2.825 0.120
H -3.699 1.483 -4.766 0.059
H -0.699 2.969 1.387 0.118
F 5.266 -2.460 7.279 0.012
C 3.412 0.568 2.814 0.034
H -3.130 -2.202 -5.787 0.142
C -2.393 -0.186 -5.322 -0.300
C -0.499 0.555 -1.225 -0.085
H -1.019 -3.405 -7.807 0.163
C -3.776 0.555 -5.345 -0.057
O -1.754 -3.285 -7.162 0.176
H 3.042 -2.924 6.550 0.159

[3]
52
Properties=species:S:1:pos:R:3:lowdin_charge:R:1 method="wB97M-V/def2-TZVPD" charge=-2 de_lowest_kj_mol=8.20 gap_ev=6.06
O -1.073 1.551 -2.078 -0.189
H 3.664 1.568 0.513 0.038
C 2.671 1.373 -2.801 -0.266
N -2.055 -0.454 -0.600 -0.030
Se 0.978 -0.921 -1.390 0.756
C 2.854 -0.485 -1.069 -0.493
H 1.797 5.589 3.734 0.070
Rh -0.324 0.686 -0.218 0.544
C 2.533 2.189 3.821 -1.202
H 6.447 0.032 -1.002 0.075
O -2.501 1.108 -3.751 0.015
H 3.378 -1.259 -1.636 0.062
H 0.019 -2.128 1.486 0.059
H 1.632 1.631 -2.597 0.065
C -3.798 -1.994 -0.083 -0.005
C -4.418 -1.757 -1.305 -0.095
H -4.271 -0.592 -3.105 0.122
O -6.088 -3.364 -0.845 -0.074
C 3.352 0.897 -1.512 -0.580
C -2.653 -0.192 -1.775 -0.163
C -0.040 -0.021 1.542 -0.618
S 3.347 3.751 3.933 0.868
H 1.993 -0.178 -3.702 0.028
O -0.568 0.696 2.396 -0.095
N 1.210 2.353 3.905 -0.059
O 2.754 0.405 -3.846 -0.099
C 3.176 1.928 -0.393 -0.523
C 4.846 0.786 -1.829 -0.225
H 1.606 -1.397 1.526 0.039
H -0.240 3.838 4.182 0.119
Se 1.341 2.468 0.027 0.646
H 0.622 -1.423 3.026 0.069
H 3.089 -0.638 -0.016 0.055
C 0.717 3.700 3.679 -0.252
H 1.664 4.785 5.315 0.066
H -4.247 -2.701 0.600 0.107
H 5.229 1.784 -2.080 0.120
C -5.731 -2.498 -1.672 -0.701
S 3.343 0.769 3.618 0.550
H 3.176 2.276 -3.160 0.127
C 0.603 -1.324 1.940 -0.111
H 4.964 0.136 -2.703 0.120
H 3.666 2.860 -0.690 0.056
C -3.822 -0.833 -2.153 0.059
O 5.561 0.257 -0.708 -0.061
H 0.593 3.860 2.604 0.071
H 0.634 1.567 3.597 0.088
C -2.025 0.912 -2.637 -0.636
C 1.788 4.627 4.243 -0.448
C -2.631 -1.331 0.231 -0.107
H -2.136 -1.491 1.180 0.095
O -6.265 -2.138 -2.736 -0.054

[4]
42
Properties=species:S:1:pos:R:3:lowdin_charge:R:1 method="wB97M-V/def2-TZVPD" charge=0 smiles="CCCCc1ccc(NC(=O)NCc2cccnc2)cc1" de_lowest_kj_mol=1589.75 gap_ev=8.50
C 2.431 -2.367 4.594 -0.233
C -0.108 -2.939 2.460 -0.161
H -1.948 -1.588 2.056 0.100
C 2.922 -3.427 3.496 -0.304
H 1.643 -1.697 4.346 0.078
H -2.769 1.028 -1.432 0.033
H 0.626 2.514 -2.386 0.161
H -0.398 -3.004 3.439 0.102
H 1.080 -4.799 3.535 0.163
C -2.026 1.417 -3.106 -0.114
C -1.001 -2.067 1.696 0.060
H 4.065 -1.329 4.943 -0.116
C 0.918 -1.951 0.049 -0.002
H -2.122 -0.313 0.202 0.260
H 2.439 -4.969 2.133 0.198
C -1.409 2.830 -2.979 -0.152
C -0.385 -1.374 0.509 -0.153
C -0.228 3.213 -2.640 -0.205
C 3.527 -1.730 5.454 -0.098
N -2.044 0.747 -1.829 0.117
N -1.080 -0.552 -0.275 0.114
H 2.563 -3.092 0.560 0.042
H -2.766 1.382 -3.734 0.049
N -2.168 5.122 -2.867 0.006
H 3.105 -0.943 6.251 0.128
C 1.043 -3.179 2.292 -0.271
H 3.837 -4.095 4.125 0.181
H -3.462 3.828 -3.334 0.074
H 4.130 -2.659 6.027 0.143
H 3.649 -2.877 2.898 0.116
H 1.079 4.666 -2.157 0.053
H 1.816 -3.049 5.409 0.150
C 0.245 4.326 -2.561 -0.014
H 1.324 -1.463 -0.799 0.079
O 0.046 -0.102 -2.064 -0.027
C 1.907 -4.155 3.013 -0.261
C -1.026 -0.038 -1.335 -0.579
C -0.960 5.421 -2.366 -0.039
H -0.642 6.506 -2.184 0.103
C -2.517 3.816 -2.948 -0.050
C 1.646 -2.823 0.787 0.075
H -1.196 0.842 -3.860 0.194

[5]
44
Properties=species:S:1:pos:R:3:lowdin_charge:R:1 method="wB97M-V/def2-TZVPD" charge=0 smiles="Cc1ccccc1-c1noc(CCC(=O)NC[C@H]2CCCO2)n1" de_lowest_kj_mol=272.96 gap_ev=9.67
H 3.457 3.339 0.601 0.076
H -2.974 3.542 -0.284 0.114
C -2.106 -1.808 0.817 -0.511
H 2.001 2.377 0.930 0.080
C 5.016 1.280 0.619 -0.046
C 5.246 -1.080 0.263 -0.082
C -2.491 2.572 -0.412 -0.146
C 3.916 -1.144 -0.097 -0.024
H -2.670 0.918 -1.798 0.099
H 5.851 -1.975 0.266 0.101
C -0.017 -1.112 -1.109 -0.340
H -3.463 -0.323 2.357 0.130
O -1.489 -1.572 1.834 0.072
C -3.310 1.694 -1.354 -0.194
C 5.798 0.139 0.622 -0.079
H -3.800 2.249 -2.156 0.120
C 3.674 1.242 0.260 -0.210
C 1.738 -0.148 -0.497 -0.266
H -3.728 -1.394 -0.373 0.144
C -1.607 -2.789 -0.242 -0.083
H -2.440 2.376 1.772 0.120
C -2.555 1.765 0.881 -0.121
H -0.685 -2.787 -2.195 0.129
H -5.010 -0.629 1.517 0.125
H -0.789 -3.360 0.198 0.126
H -2.411 -3.470 -0.524 0.120
C -1.092 -2.058 -1.492 -0.084
H 6.838 0.201 0.907 0.102
H 2.466 2.696 -0.723 0.080
H -1.895 -1.497 -1.973 0.116
H -4.684 1.720 1.352 0.147
O -4.321 1.090 -0.563 -0.108
C -3.942 1.115 0.811 -0.306
H -1.784 0.996 0.884 0.094
C 3.124 0.005 -0.105 -0.118
C -3.972 -0.310 1.391 -0.112
N 1.214 -1.376 -0.826 0.222
O -0.300 0.192 -0.994 0.023
N 0.850 0.808 -0.595 0.145
H -1.474 2.716 -0.767 0.104
H 3.462 -2.081 -0.379 0.105
C 2.860 2.492 0.271 -0.054
N -3.304 -1.256 0.531 0.082
H 5.455 2.226 0.903 0.108

no.,strongest force on any atom (eV/A),total energy (a.u.)
1,1.07,-1325.58040
2,7.28,-1798.68851
3,0.36,-7006.56171
4,18.64,-899.35394
5,1.06,-1050.39228